1.
Formula: H16O8
Source: the Open Molecules 2025 dataset
Level of theory: the ωB97M-V functional and the def2-TZVPD basis

XYZ file:
```
24
Properties=species:S:1:pos:R:3:nbo_charge:R:1
O -0.52802 0.34530 -0.28743 -0.9261
H 0.36425 0.76819 -0.36378 0.4712
H -1.02514 1.07853 0.10564 0.4551
O 1.48282 0.21476 -3.50548 -0.9396
H 0.61587 0.69852 -3.43008 0.4778
H 2.14785 0.76602 -3.74033 0.4620
O 2.26731 2.66207 2.51231 -0.9133
H 2.41085 3.66682 2.56272 0.4558
H 1.30562 2.69671 2.59882 0.4697
O 1.33380 -1.83512 1.41793 -0.9446
H 1.88115 -1.53446 0.73517 0.4734
H 0.95272 -1.07133 1.91624 0.4711
O 0.12315 -2.72108 -2.14392 -0.9275
H -0.34347 -3.29704 -1.52567 0.4637
H -0.34019 -2.91603 -3.00092 0.4636
O -3.96355 -2.56164 0.02940 -0.9327
H -4.31410 -2.87878 -0.75062 0.4611
H -3.23727 -3.16166 0.35384 0.4714
O 2.81109 4.00537 0.04418 -0.9418
H 2.65081 3.71988 0.89781 0.4603
H 3.48766 4.70281 0.06097 0.4695
O -3.55736 -0.50853 1.91109 -0.9277
H -2.52462 -0.48980 1.79426 0.4679
H -3.78588 0.44253 1.96125 0.4598
```

relative energy (zero: lowest compared OMol25 entry of this formula, charge and spin): 92.48 kcal per mole
frontier orbital gap: 10.8 eV
calculated total energy: -16638.0002 eV
structure (SMILES): O.O.O.O.O.O.O.O
LUMO level: -0.13 eV
charge: 0

---

2.
Formula: C47H62LaN4O3P3S2
Source: the Open Molecules 2025 dataset
Level of theory: the ωB97M-V functional and the def2-TZVPD basis

XYZ file:
```
122
Properties=species:S:1:pos:R:3:lowdin_charge:R:1
La 0.12238 -0.06299 0.59080 1.9367
C -0.80160 -4.94770 1.99067 -0.1339
P -0.46380 -3.51454 2.97650 0.7785
C 0.84507 -3.85231 4.12892 -0.1154
C -1.94065 -3.00019 3.82798 -0.2854
C -1.92472 -1.53402 4.30207 -0.3546
P -2.33608 -0.22607 3.03872 0.8366
C -2.99733 1.00204 4.24618 -0.2619
C -3.92878 -0.88719 2.39766 -0.2684
H -1.25753 -5.70724 2.63449 0.0872
H 0.12856 -5.34135 1.57917 0.0033
H -1.48982 -4.67941 1.19136 0.0753
H 0.51617 -4.58483 4.87017 0.0824
H 1.13792 -2.92548 4.62844 0.0752
H 1.69928 -4.25100 3.57870 0.0498
H -2.01943 -3.67855 4.68491 0.1128
H -2.78544 -3.20865 3.17253 0.0897
H -0.96305 -1.26880 4.75367 0.0773
H -2.67631 -1.43470 5.08521 0.0883
H -3.90806 0.62152 4.71598 0.0564
H -3.22908 1.95095 3.75861 0.0184
H -2.26198 1.20010 5.03041 0.0485
H -4.49170 -1.39482 3.18536 0.0565
H -3.76521 -1.57330 1.56412 0.0409
H -4.53516 -0.05299 2.03986 0.0367
S 2.61719 -5.53297 0.85127 1.0389
C 3.52969 -6.97469 0.73630 -0.3772
C 3.71537 -7.33372 -0.55793 -0.1519
C 3.10827 -6.42361 -1.47127 -0.0996
C 2.46347 -5.38735 -0.86592 -0.4596
C 1.75794 -4.25635 -1.49857 -0.1768
C 1.20923 -3.21729 -0.73120 -0.1293
N 0.64179 -2.13850 -1.22314 0.0515
C 0.52440 -2.01896 -2.56191 -0.1678
C 0.99412 -3.01715 -3.42189 -0.1153
C 0.83378 -2.88147 -4.84457 0.0042
C 0.22824 -1.79890 -5.35919 0.0018
C -0.24652 -0.74628 -4.50050 -0.1255
C -0.89507 0.37620 -5.02904 0.0697
C -1.32873 1.38500 -4.20436 -0.1766
C -1.05054 1.23641 -2.83365 -0.0926
N -0.46144 0.18227 -2.28616 0.0636
C -0.08292 -0.83020 -3.11348 -0.1649
C -2.03904 2.55665 -4.74924 -0.4833
C -1.82691 3.17551 -5.94639 -0.1102
C -2.73256 4.24396 -6.19473 -0.1568
C -3.61756 4.41911 -5.17781 -0.3763
S -3.34996 3.29902 -3.91675 1.0549
C 1.62697 -4.13534 -2.86195 0.0775
H 3.87581 -7.47037 1.63296 0.0801
H 4.26861 -8.21367 -0.85858 0.1179
H 3.16210 -6.54851 -2.54607 0.1182
H 1.25945 -3.26741 0.35173 0.0708
H 1.20267 -3.67369 -5.48724 0.1281
H 0.08715 -1.69469 -6.42904 0.1277
H -1.07051 0.43325 -6.09904 0.1407
H -1.30785 2.05486 -2.16822 0.0702
H -1.03418 2.89068 -6.63073 0.1222
H -2.72114 4.85511 -7.08821 0.1152
H -4.41640 5.14369 -5.09592 0.0798
H 2.01080 -4.90211 -3.52725 0.1325
C 3.77571 -1.67973 0.02701 -0.1619
N 2.76966 -0.97495 0.83331 -0.0445
C 3.16789 -0.64226 2.01068 -0.1244
C 2.37278 0.05144 2.97169 -0.3671
C 2.75121 0.43506 4.25570 -0.0351
C 1.63266 1.05105 4.83426 -0.0672
C 0.63446 1.00993 3.86788 -0.2290
N 1.05999 0.41597 2.72570 -0.1851
C 3.92544 -1.21011 -1.40740 -0.1945
C 4.98344 -1.72878 -2.15655 -0.0313
C 5.16477 -1.36717 -3.48324 -0.0597
C 4.29330 -0.46710 -4.09113 -0.0696
C 3.24107 0.05747 -3.35916 -0.0691
C 3.06123 -0.31969 -2.02924 -0.0844
H 3.54292 -2.74457 0.00852 0.0901
H 4.75260 -1.60806 0.50745 0.1229
H 4.18471 -0.88217 2.33060 0.1383
H 3.72677 0.28275 4.70156 0.1135
H 1.55435 1.48067 5.82392 0.1033
H -0.37242 1.38150 3.94551 0.0377
H 5.67377 -2.42635 -1.68965 0.1230
H 5.99617 -1.77759 -4.04481 0.1127
H 4.44080 -0.17517 -5.12429 0.1110
H 2.54988 0.75586 -3.82155 0.1105
H 2.20996 0.06951 -1.49393 0.0444
O 2.23083 1.78889 0.26366 -0.1209
H 2.98618 1.67527 -0.32614 0.0650
H 2.59257 2.03861 1.12369 0.0680
O 0.12332 -2.31218 2.12206 -0.4404
O -1.07385 -2.07778 1.25013 -0.4971
C -2.08971 5.59841 1.74778 -0.0987
C -1.71451 4.20665 2.28898 -0.5188
C -0.64504 4.36592 3.37589 -0.1005
P -1.37236 2.88772 0.99750 1.0281
C -0.47213 3.73269 -0.40737 -0.5553
C -1.21677 4.59725 -1.42936 -0.1068
C 0.72698 4.48946 0.18792 -0.1168
C -3.14699 2.43042 0.61003 -0.5471
C -4.15733 3.50323 0.20063 -0.0843
C -3.29080 1.20512 -0.29900 -0.1267
H -2.70222 6.11418 2.49175 0.0945
H -2.65020 5.57997 0.81898 0.0482
H -1.20057 6.20852 1.59550 0.0734
H -2.60454 3.79952 2.77521 0.0775
H 0.25145 4.84929 2.98491 0.0724
H -0.34718 3.42312 3.82652 0.0389
H -1.03660 5.00855 4.16994 0.0922
H -0.04341 2.88644 -0.95793 0.0443
H -1.45301 5.58055 -1.02389 0.0788
H -2.14019 4.14335 -1.78602 -0.0103
H -0.57630 4.75283 -2.30377 0.0958
H 0.42777 5.48524 0.51046 0.0710
H 1.50373 4.60603 -0.57096 0.0917
H 1.17224 3.97762 1.04133 0.0503
H -3.43560 2.10184 1.61405 0.0516
H -3.89919 3.97773 -0.74684 0.0568
H -4.26851 4.27677 0.95767 0.0705
H -5.13987 3.03583 0.07294 0.0926
H -3.24616 1.47048 -1.35361 0.0542
H -4.25718 0.72388 -0.13443 0.0856
H -2.53732 0.44408 -0.09578 0.0044
```

frontier orbital gap: 7.2 eV
calculated total energy: -112236.0617 eV
LUMO level: -5.04 eV
charge: +2

---

3.
Formula: CHO2Sm
Source: the Open Molecules 2025 dataset
Level of theory: the ωB97M-V functional and the def2-TZVPD basis

XYZ file:
```
5
Properties=species:S:1:pos:R:3:nbo_charge:R:1
O 1.51217 -0.74157 -0.04808 -0.4140
C 0.28884 -0.95319 -0.14585 1.0947
O -0.31047 0.16282 0.02946 -0.6373
Sm -2.73334 1.07100 -0.00842 2.3423
H 1.24279 0.46095 0.17290 0.6143
```

relative energy (zero: lowest compared OMol25 entry of this formula, charge and spin): 43.65 kcal per mole
frontier orbital gap (spin up / spin down): 5.1 / 10.2 eV
calculated total energy: -23009.6156 eV
LUMO level (spin up / spin down): -20.82 / -18.11 eV
charge: +3
multiplicity: 7

---

4.
Formula: C7H33NO10
Source: the Open Molecules 2025 dataset
Level of theory: the ωB97M-V functional and the def2-TZVPD basis

XYZ file:
```
51
Properties=species:S:1:pos:R:3:nbo_charge:R:1
C -1.03570 -2.80869 0.18274 -0.6649
C -0.17644 -1.58017 0.41172 -0.1724
C 0.10217 -0.75403 -0.59104 -0.2447
C 0.40617 0.68478 -0.56087 0.1558
N 1.73678 1.05361 -0.21277 -0.8949
C -0.47091 1.63304 -0.90476 -0.2936
C -0.24923 3.11206 -0.82803 -0.4240
C 0.36129 3.62040 -2.16114 -0.5971
H -2.01832 -2.53211 -0.19816 0.2416
H -1.26593 -3.37875 1.08737 0.1959
H -0.50985 -3.53755 -0.43903 0.2271
H -0.08391 -1.33026 1.46142 0.1882
H -0.09335 -1.16148 -1.57844 0.2312
H 2.27177 1.66760 -0.79689 0.4162
H 2.16511 0.19298 0.09795 0.4041
H -1.51732 1.34071 -0.86415 0.2019
H -1.09390 3.75099 -0.60700 0.2142
H 0.48191 3.27869 -0.02494 0.1767
H 0.68194 4.66011 -2.08124 0.1986
H 1.24073 3.02468 -2.36036 0.2047
H -0.38133 3.58377 -2.95573 0.2091
O -2.81011 -1.98898 2.33177 -0.9698
H -1.91010 -2.33903 2.28264 0.4648
H -2.60891 -1.03787 2.18588 0.4970
O 1.14203 1.76915 2.50422 -0.9805
H 1.96235 1.46229 2.08313 0.4964
H 0.83163 2.19950 1.69267 0.5000
O 2.95966 -3.73640 0.65814 -0.9343
H 2.35861 -2.97237 0.64942 0.4767
H 2.92229 -3.94265 1.60041 0.4577
O -1.56578 -1.23612 -3.28616 -0.9438
H -1.94032 -0.79425 -2.49649 0.4793
H -2.19542 -1.97755 -3.24092 0.4769
O -4.31110 -1.26915 0.14746 -0.9772
H -4.23326 -0.36795 0.47505 0.4694
H -4.10047 -1.87791 0.87322 0.5006
O -2.12325 0.71944 2.83623 -0.9739
H -2.61600 0.92969 3.63096 0.4817
H -1.21363 0.48621 3.06924 0.4984
O 2.84105 -0.69716 1.67939 -0.9564
H 2.32737 -0.81722 2.49028 0.4840
H 3.70098 -1.04173 1.95110 0.4844
O -0.27257 0.22376 -5.04765 -0.9542
H -1.10325 -0.21511 -4.86441 0.4843
H -0.09619 0.68592 -4.21669 0.4644
O 0.15322 -0.29395 3.99917 -1.0000
H 0.65440 -0.48582 4.79667 0.4833
H 0.52377 0.53607 3.63094 0.5070
O 3.09427 1.26214 -2.61634 -0.9581
H 3.36268 0.38440 -2.90959 0.4891
H 3.71438 1.91232 -2.96641 0.4796
```

relative energy (zero: lowest compared OMol25 entry of this formula, charge and spin): 55.19 kcal per mole
frontier orbital gap: 7.9 eV
calculated total energy: -29758.1449 eV
structure (SMILES): C/C=C/C(N)=C/CC.O.O.O.O.O.O.O.O.O.O
LUMO level: -0.16 eV
charge: 0

---

5.
Formula: C4H9N3
Source: the Open Molecules 2025 dataset
Level of theory: the ωB97M-V functional and the def2-TZVPD basis

XYZ file:
```
16
Properties=species:S:1:pos:R:3:nbo_charge:R:1
C 1.30451 -1.30472 -0.84384 0.4397
C 2.30060 0.84749 -0.71929 0.4150
C 2.48563 -0.81124 0.97192 0.4517
C 3.59896 1.34369 1.35931 -0.4744
N 1.74636 -1.69045 0.31640 -0.3463
N 1.46416 0.01216 -1.35876 -0.4791
N 2.85239 0.53181 0.47974 -0.2746
H 0.73248 -1.90787 -1.54305 0.2828
H 2.42514 1.96360 -0.92664 0.3125
H 2.87376 -0.99299 1.99390 0.2838
H -0.76883 -5.13486 5.28768 0.0099
H -1.42133 -4.75667 4.85156 -0.0098
H 4.20312 0.63296 1.92715 0.2688
H 4.16720 2.25590 0.91163 0.3100
H 2.95749 1.87953 2.05017 0.2871
H 1.03732 0.20802 -2.31282 0.5230
```

relative energy (zero: lowest compared OMol25 entry of this formula, charge and spin): 75.47 kcal per mole
frontier orbital gap: 5.6 eV
calculated total energy: -8742.4780 eV
LUMO level: -11.70 eV
charge: +2

---

6.
Formula: C16H20N2O4
Source: the Open Molecules 2025 dataset
Level of theory: the ωB97M-V functional and the def2-TZVPD basis

XYZ file:
```
42
Properties=species:S:1:pos:R:3:nbo_charge:R:1
C -5.00939 -2.27526 -0.13119 -0.5638
C -3.79795 -1.28698 -0.07873 -0.0297
C -4.27920 -0.05016 -0.10140 -0.2302
C -3.22281 0.91842 -0.12155 0.0418
C -3.48676 2.49148 -0.48789 -0.6212
C -1.85200 0.38535 -0.02347 0.1330
N -0.82540 1.35419 0.12700 -0.5383
C 0.32434 1.60333 -0.41467 0.6116
O 0.60987 0.66756 -1.39996 -0.7158
C 1.19698 2.64224 0.01549 -0.2006
O 2.67918 2.33340 -0.49602 -0.5101
C 2.95296 1.21425 0.39740 0.8126
O 2.41848 0.80728 1.21516 -0.5090
C 3.95943 0.50502 -0.30426 -0.1944
C 5.02738 -0.24273 0.43326 -0.3884
C 4.36062 -1.72618 0.59172 -0.5220
C 3.27312 -1.76549 -0.41781 0.6530
O 2.68133 -2.59383 -1.19111 -0.6078
N 3.36513 -0.49257 -1.15617 -0.6343
C -1.55548 -0.82084 0.32392 -0.1122
C -0.28342 -1.35409 0.71727 -0.6423
C -2.50555 -1.59645 0.20635 -0.1377
H -6.13631 -1.69937 0.12386 0.1976
H -4.81336 -3.21041 0.59098 0.2105
H -5.24567 -2.56115 -1.00560 0.1857
H -5.21033 0.43496 -0.62624 0.2251
H -4.40878 2.57090 -0.76196 0.2024
H -2.79917 3.07666 -1.10719 0.2268
H -3.42270 3.12283 0.43472 0.2040
H -1.07421 2.20919 0.79808 0.3765
H 1.23866 2.78414 1.00055 0.2169
H 1.03994 3.48647 -0.66498 0.2497
H 4.64206 1.13288 -1.10638 0.2266
H 5.04335 0.05751 1.53508 0.2185
H 5.99889 -0.56932 0.06531 0.2446
H 4.96309 -2.78645 0.61340 0.2614
H 3.67050 -1.67416 1.44976 0.2377
H 2.59623 -0.36587 -1.97177 0.4713
H 0.34467 -0.35889 1.34341 0.2045
H 0.35403 -1.47652 -0.36257 0.3062
H -0.32597 -2.19848 1.53680 0.2410
H -2.48578 -2.69288 0.41137 0.1993
```

relative energy (zero: lowest compared OMol25 entry of this formula, charge and spin): 302.98 kcal per mole
frontier orbital gap: 9.0 eV
calculated total energy: -28075.6676 eV
structure (SMILES): Cc1cc(C)c(NC(=O)COC(=O)[C@H]2CCC(=O)N2)c(C)c1
LUMO level: 0.37 eV
charge: 0